# 1
{
  "formula": "C42H58N5O4PTb",
  "method": "ωB97M-V/def2-TZVPD",
  "lumo_ev": [-4.24, -4.22],
  "total_charge": 1,
  "multiplicity": 7,
  "s2": 12.678,
  "homo_energy_ev": [-9.5730, -9.5758],
  "species": ["Tb", "C", "C", "C", "C", "C", "C", "C", "C", "C", "C", "C", "C", "C", "C", "C", "C", "C", "C", "C", "C", "C", "P", "C", "C", "C", "C", "C", "C", "C", "C", "H", "H", "H", "H", "H", "H", "H", "H", "H", "H", "H", "H", "H", "H", "H", "H", "H", "H", "H", "H", "H", "H", "H", "H", "H", "H", "H", "H", "H", "H", "H", "H", "H", "H", "H", "H", "H", "H", "H", "H", "H", "H", "H", "H", "H", "N", "N", "C", "O", "O", "H", "H", "H", "N", "C", "O", "C", "C", "N", "C", "N", "H", "H", "C", "C", "O", "C", "C", "C", "C", "C", "C", "H", "H", "H", "H", "H", "H", "H", "H"],
  "positions_angstrom": [[11.87200, 8.99720, 13.91636], [15.03328, 5.85758, 12.50124], [15.82443, 7.06065, 13.06578], [17.17598, 6.52478, 13.45465], [15.09379, 7.72652, 14.19346], [15.84896, 8.66083, 14.87558], [15.37523, 9.29134, 16.02052], [16.31462, 10.34701, 16.59973], [16.88272, 11.31625, 15.53704], [17.40336, 9.59042, 17.36635], [14.09004, 8.90191, 16.54653], [13.51018, 7.69546, 16.03306], [13.87799, 7.27010, 14.74607], [12.94536, 6.58686, 16.91478], [12.08232, 6.81678, 18.12641], [14.16593, 5.64166, 17.28670], [13.52880, 9.65758, 17.69795], [14.14315, 9.39542, 18.92934], [13.59445, 9.80667, 20.13818], [12.50651, 10.60379, 20.13110], [11.91856, 10.97384, 18.91528], [12.39272, 10.52143, 17.68583], [11.46283, 10.98814, 16.20724], [9.64945, 10.96009, 16.75789], [9.42211, 9.93309, 17.86382], [8.73648, 10.47471, 15.55205], [9.08283, 12.33977, 17.21329], [12.13595, 12.70247, 15.82061], [12.15945, 13.72312, 17.06526], [13.65356, 12.52620, 15.47065], [11.36299, 13.25441, 14.55409], [15.54986, 5.31781, 11.67120], [14.03830, 6.14051, 12.09824], [14.87484, 5.13530, 13.31703], [15.93419, 7.79582, 12.24852], [17.01733, 5.68931, 14.09936], [17.80350, 7.31065, 13.87274], [17.68364, 6.11334, 12.58798], [16.83681, 8.88602, 14.49771], [15.71758, 10.94562, 17.29688], [17.56782, 10.75915, 14.87552], [17.46287, 12.13338, 15.98803], [16.09264, 11.78901, 14.87355], [17.92846, 8.85390, 16.74144], [16.98069, 9.00464, 18.20399], [18.21848, 10.24156, 17.69063], [13.40266, 6.39199, 14.35587], [12.36795, 5.88319, 16.21316], [12.64697, 6.71897, 19.09349], [11.20062, 6.14636, 18.19996], [11.63354, 7.81166, 18.04638], [14.93792, 6.16611, 17.84357], [14.57586, 5.14817, 16.42127], [13.74746, 4.88261, 17.96560], [15.03746, 8.84928, 18.94958], [14.04726, 9.51575, 21.12064], [12.06501, 10.91561, 21.07016], [10.99497, 11.58521, 18.96617], [10.03134, 9.05320, 17.76383], [8.36528, 9.51459, 17.83370], [9.55429, 10.37981, 18.81007], [8.88640, 9.45349, 15.28593], [8.82683, 11.18427, 14.72831], [7.70537, 10.64205, 15.92297], [9.70229, 12.90068, 17.91482], [8.07154, 12.21544, 17.65731], [8.96467, 12.92186, 16.27509], [12.93241, 13.44344, 17.75651], [11.16164, 13.88671, 17.53516], [12.42169, 14.75963, 16.70216], [14.26024, 12.26279, 16.34716], [13.98519, 13.50605, 15.07389], [13.85850, 11.75066, 14.70312], [10.28146, 13.37089, 14.69499], [11.63328, 12.61087, 13.71916], [11.77668, 14.28053, 14.32336], [10.21039, 9.77934, 12.33923], [10.43859, 9.19687, 11.11608], [10.92131, 7.84352, 11.07499], [10.87573, 7.26353, 9.99039], [11.59179, 7.52543, 12.17786], [9.18754, 9.79931, 12.65028], [10.50236, 10.78593, 12.23553], [9.81342, 9.47125, 10.35643], [10.43341, 5.47117, 13.51928], [9.80686, 6.31504, 14.40142], [10.23126, 7.54235, 14.57456], [8.69044, 5.82426, 15.14131], [7.90681, 4.88247, 14.50579], [7.22911, 4.03644, 13.98719], [8.21661, 6.52110, 16.26027], [7.76911, 7.08433, 17.19101], [11.02399, 5.97826, 12.82114], [9.89121, 4.67310, 13.20408], [14.07264, 12.29474, 11.51971], [13.74849, 10.83393, 11.56167], [13.17768, 10.30591, 12.59609], [14.22309, 10.02532, 10.45106], [14.89195, 10.60612, 9.33199], [15.40878, 9.80314, 8.32728], [15.17815, 8.45049, 8.36710], [14.62507, 7.83394, 9.50202], [14.14050, 8.60833, 10.52101], [13.93446, 12.63337, 12.53124], [13.40581, 12.84872, 10.84829], [15.11211, 12.43066, 11.17946], [15.04008, 11.65949, 9.34176], [16.03757, 10.24714, 7.62099], [15.36743, 7.81778, 7.49800], [14.56339, 6.71916, 9.50168], [13.61398, 8.19112, 11.36423]],
  "lowdin_charge": [1.671, -0.065, -0.378, -0.048, -0.166, 0.010, -0.098, -0.362, -0.054, -0.039, -0.085, -0.202, -0.119, -0.332, -0.052, -0.022, -0.183, -0.024, -0.056, -0.057, -0.086, -0.307, 1.091, -0.643, -0.105, -0.096, -0.076, -0.625, -0.058, -0.118, -0.076, 0.100, 0.070, 0.089, 0.134, 0.086, 0.076, 0.092, 0.111, 0.118, 0.077, 0.090, 0.076, 0.087, 0.079, 0.089, 0.106, 0.151, 0.101, 0.101, 0.052, 0.079, 0.070, 0.092, 0.090, 0.138, 0.119, 0.102, 0.055, 0.100, 0.055, 0.036, 0.058, 0.103, 0.048, 0.107, 0.075, 0.063, 0.062, 0.100, 0.068, 0.103, 0.049, 0.064, 0.039, 0.104, -0.106, -0.020, -0.620, 0.072, -0.271, 0.148, 0.112, 0.157, 0.182, -0.437, -0.246, -0.233, -0.241, 0.134, -0.207, 0.147, 0.078, 0.108, 0.020, -0.273, -0.194, -0.130, 0.014, -0.045, -0.027, -0.032, -0.019, 0.063, 0.121, 0.107, 0.099, 0.101, 0.126, 0.136, 0.076]
}

=====

# 2
{
  "formula": "C42H60BiBrNO3S4Sb",
  "method": "ωB97M-V/def2-TZVPD",
  "lumo_ev": 3.46,
  "total_charge": -2,
  "multiplicity": 1,
  "homo_energy_ev": -2.5145,
  "species": ["Bi", "C", "C", "C", "C", "C", "C", "C", "N", "C", "C", "C", "C", "C", "C", "O", "C", "C", "C", "C", "C", "C", "C", "C", "C", "O", "C", "C", "C", "C", "C", "C", "H", "H", "H", "H", "H", "H", "H", "H", "H", "H", "H", "H", "H", "H", "H", "H", "H", "H", "H", "H", "H", "H", "H", "H", "H", "H", "H", "H", "H", "H", "H", "H", "H", "H", "H", "H", "H", "H", "H", "H", "C", "C", "C", "C", "C", "C", "C", "Br", "C", "O", "C", "C", "C", "C", "C", "C", "H", "H", "H", "H", "H", "H", "H", "H", "H", "H", "H", "H", "H", "H", "H", "H", "H", "H", "H", "H", "S", "Sb", "S", "S", "S"],
  "positions_angstrom": [[-0.81818, 1.51512, -2.41406], [-3.01153, 2.33578, 3.87967], [-3.86185, 1.17564, 3.34438], [-3.46013, -0.11539, 4.07062], [-5.32487, 1.47277, 3.67288], [-3.62333, 1.01176, 1.84123], [-2.32529, 0.80310, 1.39069], [-2.06618, 0.62029, 0.03782], [-0.81412, 0.39912, -0.54508], [0.37096, 0.59447, 0.17827], [0.63552, -0.07164, 1.36149], [1.81323, 0.14814, 2.06875], [2.71714, 1.06141, 1.54047], [2.50511, 1.74179, 0.33640], [1.33954, 1.45707, -0.38975], [1.10589, 2.01716, -1.57800], [3.48135, 2.81150, -0.15902], [4.64232, 3.02417, 0.81600], [2.74055, 4.15088, -0.29694], [4.07708, 2.41513, -1.51522], [2.03537, -0.58976, 3.38881], [1.98964, -2.10393, 3.15031], [0.92586, -0.21045, 4.37939], [3.38201, -0.24959, 4.02725], [-3.12394, 0.72368, -0.90499], [-2.79370, 0.64658, -2.19370], [-4.43536, 0.94954, -0.46662], [-4.65515, 1.05946, 0.90651], [-5.57322, 1.05040, -1.48249], [-5.33978, 2.22903, -2.43943], [-6.92188, 1.27038, -0.79368], [-5.66649, -0.25743, -2.28340], [-3.19295, 2.48200, 4.94910], [-1.94601, 2.14906, 3.74150], [-3.25291, 3.26246, 3.35595], [-3.59495, -0.01026, 5.15197], [-4.06872, -0.95348, 3.72405], [-2.41520, -0.36282, 3.88067], [-5.43752, 1.60507, 4.75239], [-5.66721, 2.38568, 3.18221], [-5.98157, 0.65687, 3.36429], [-1.49878, 0.78209, 2.08749], [-0.11496, -0.75977, 1.73019], [3.61874, 1.27543, 2.09263], [4.29621, 3.33415, 1.80498], [5.25226, 2.12461, 0.93197], [5.28700, 3.81484, 0.42470], [2.34456, 4.46551, 0.67223], [3.42927, 4.92339, -0.65186], [1.91470, 4.08163, -1.00141], [4.58214, 1.44688, -1.44877], [3.30599, 2.34377, -2.27800], [4.81069, 3.16472, -1.82775], [1.02581, -2.41751, 2.74654], [2.75648, -2.40065, 2.43463], [2.15858, -2.64539, 4.08657], [-0.05850, -0.46786, 3.98566], [1.05744, -0.73663, 5.33008], [0.93459, 0.86453, 4.57277], [4.21446, -0.50879, 3.36975], [3.45896, 0.81315, 4.26578], [3.49712, -0.81267, 4.95740], [-5.66675, 1.21034, 1.25127], [-5.13220, 3.15142, -1.89402], [-4.49948, 2.06427, -3.10670], [-6.23252, 2.38926, -3.05125], [-6.94102, 2.20355, -0.22579], [-7.69961, 1.33063, -1.55878], [-7.17999, 0.45052, -0.11741], [-4.72578, -0.48105, -2.78223], [-5.92260, -1.09406, -1.62638], [-6.44787, -0.16741, -3.04465], [4.47147, -2.90690, 0.30315], [4.62986, -2.83826, -1.22081], [5.89062, -2.02994, -1.52686], [4.81744, -4.26005, -1.76703], [3.38662, -2.20515, -1.84235], [3.44478, -1.14881, -2.73910], [2.27493, -0.61624, -3.24586], [2.42711, 0.69298, -4.60473], [0.98532, -1.04407, -2.87341], [-0.06023, -0.36376, -3.31254], [0.92974, -2.22294, -2.08381], [2.12462, -2.72869, -1.57886], [-0.31510, -3.09417, -1.82939], [-0.49795, -3.33246, -0.32398], [-0.07770, -4.44276, -2.53175], [-1.63291, -2.53271, -2.35366], [5.38115, -3.30488, 0.76338], [3.64016, -3.55085, 0.59212], [4.27913, -1.91450, 0.71297], [6.74759, -2.48911, -1.02677], [5.80017, -1.00082, -1.17387], [6.10548, -2.00044, -2.59665], [5.68966, -4.73676, -1.30903], [4.95987, -4.24219, -2.84942], [3.94130, -4.87568, -1.55601], [4.38349, -0.72078, -3.06038], [2.06653, -3.61637, -0.95876], [0.33715, -3.86574, 0.13549], [-1.40149, -3.92599, -0.15859], [-0.62239, -2.38079, 0.19200], [0.81203, -4.95050, -2.15319], [0.05080, -4.29160, -3.60545], [-0.93908, -5.10022, -2.37990], [-1.86128, -1.57273, -1.91326], [-2.42989, -3.23561, -2.08787], [-1.62885, -2.40198, -3.43481], [-3.81494, 4.84399, -4.80831], [-1.73149, 4.45709, -4.03724], [-1.72989, 3.81219, -1.70308], [-0.99810, 2.19636, -4.75985], [-0.05023, 5.89809, -4.45287]],
  "lowdin_charge": [1.320, -0.050, -0.556, -0.050, -0.078, -0.176, 0.022, -0.229, -0.045, -0.205, -0.007, -0.178, 0.007, -0.085, -0.273, -0.285, -0.530, -0.083, -0.035, -0.044, -0.552, -0.043, -0.049, -0.072, -0.341, -0.280, -0.093, 0.010, -0.531, -0.061, -0.085, -0.044, 0.076, 0.073, 0.092, 0.077, 0.087, 0.059, 0.076, 0.086, 0.081, 0.090, 0.103, 0.076, 0.080, 0.078, 0.077, 0.088, 0.081, 0.076, 0.074, 0.046, 0.082, 0.076, 0.060, 0.079, 0.059, 0.079, 0.089, 0.081, 0.083, 0.077, 0.075, 0.082, 0.058, 0.080, 0.084, 0.076, 0.078, 0.075, 0.082, 0.079, -0.057, -0.554, -0.069, -0.052, -0.178, -0.098, -0.574, 0.786, -0.386, -0.327, -0.076, -0.007, -0.521, -0.044, -0.054, -0.052, 0.081, 0.070, 0.081, 0.078, 0.081, 0.081, 0.076, 0.086, 0.074, 0.086, 0.096, 0.070, 0.081, 0.069, 0.068, 0.089, 0.078, 0.053, 0.083, 0.092, -0.268, -0.154, -0.016, 0.011, -0.291]
}

=====

no.,E_tot (eV)
1,-91855.4144
2,-177927.6770